253
Properties=species:S:1:pos:R:3:forces:R:3 method="wB97M-V/def2-TZVPD" max_force_ev_per_a=5.9 total_energy_ha=-5393.1570 gap_ev=8.5 homo_energy_ev=-8.298 total_charge=0
O 9.77162 15.24816 14.20418 -1.38 -0.20 -0.11
O 23.63822 24.91628 18.19773 1.46 -0.51 -1.29
O 13.17735 15.73201 9.42854 -0.08 -0.28 -0.55
O 13.49899 11.81541 9.39647 0.28 -0.33 0.66
O 19.20946 23.15808 10.29921 -1.03 0.02 0.72
O 17.70228 18.71988 18.02087 0.58 2.04 0.48
O 16.32143 17.09198 18.74270 0.25 1.50 0.40
O 15.56290 25.33588 13.06528 -0.06 -0.33 -0.24
O 15.18525 14.90992 8.90516 -0.44 0.38 0.22
O 12.83997 10.10264 10.75414 -0.48 0.40 -0.83
O 12.02762 20.96590 10.63193 -1.17 -1.51 -0.44
O 21.22992 20.70354 13.50292 -0.43 0.11 -0.67
O 20.97818 18.75584 12.44352 0.83 0.20 0.48
O 20.13213 23.37996 12.36095 -0.98 -1.33 -1.94
O 13.44718 14.47326 7.55523 0.31 0.66 0.49
O 19.15887 19.96636 12.79641 0.86 0.49 0.57
O 10.32550 20.04689 9.46733 0.31 -0.49 0.22
O 20.98378 21.87685 10.85581 -0.85 1.28 0.39
O 11.73464 18.76842 10.58654 0.31 -2.69 -0.31
O 13.81164 25.97536 11.73860 -0.17 -0.30 0.33
O 13.66542 22.42247 14.06650 0.37 -0.12 -0.57
O 14.71705 11.09819 11.18465 1.40 1.48 -0.21
O 16.99927 17.12603 16.62604 0.08 0.46 0.32
O 15.42989 24.85671 10.85635 2.14 -1.89 0.15
N 14.19672 21.48754 14.98984 -0.09 -0.89 -0.37
N 22.91094 23.99444 17.34346 -0.21 -0.32 1.56
N 23.39506 19.47602 16.07935 -1.06 -0.92 1.48
N 10.72238 14.24022 14.31784 0.05 -0.37 0.43
N 18.09403 10.98812 10.22060 -4.81 -2.28 1.23
N 15.30302 21.15397 11.90841 0.54 -0.22 0.94
N 15.87738 17.69761 7.20253 -0.09 -1.21 -1.58
N 20.97316 15.55334 9.72546 1.14 -0.51 -0.44
N 8.60460 24.62179 15.85677 0.36 0.07 -0.13
C 10.81124 17.78924 9.94066 0.54 1.26 0.30
C 14.99962 25.32259 12.01882 -1.53 1.76 -0.74
C 19.34475 25.58876 12.50861 1.23 0.35 -0.34
C 16.39053 18.03988 12.92584 0.86 0.44 0.70
C 15.76988 14.33099 7.73789 -2.50 0.76 -0.96
C 15.16837 22.13070 15.86449 0.32 0.77 0.07
C 20.35314 19.83761 12.92699 -0.12 0.19 -0.72
C 13.58479 19.86736 16.71690 0.55 -0.59 -0.92
C 22.57842 20.38145 13.07209 0.15 -0.84 0.09
C 18.13680 15.47926 11.79830 -0.73 -0.14 -0.55
C 18.11150 23.80473 11.06588 1.37 0.31 0.04
C 19.07048 11.47382 10.01141 5.14 2.04 -1.98
C 10.51223 25.72954 14.38333 -1.21 0.66 -0.29
C 22.69917 18.89783 16.81394 1.11 -0.07 -1.24
C 15.67116 21.06294 16.84152 -0.15 0.42 0.80
C 16.83741 13.42779 8.01711 0.13 -3.19 0.74
C 13.55839 23.48935 10.00158 0.54 -0.17 0.53
C 11.52606 14.23884 13.11270 -0.37 0.22 0.25
C 21.20872 24.18088 19.25705 0.44 1.71 0.68
C 18.33994 20.27699 8.56651 -0.22 -0.05 0.13
C 11.40472 19.97407 10.26606 1.14 3.79 0.36
C 16.08497 16.02080 16.71551 -0.14 0.33 0.24
C 13.38266 13.19835 14.52082 -0.75 0.05 -0.97
C 20.37338 12.05874 9.66762 1.59 -0.19 0.28
C 20.56982 17.65270 16.62015 0.19 -1.72 -0.07
C 14.59516 23.39792 16.50061 0.13 -0.42 1.28
C 18.98549 15.02327 12.90495 2.16 -0.55 0.51
C 10.10269 18.72580 8.94292 -0.45 -0.23 -0.61
C 13.59248 25.96684 10.29717 0.60 -0.06 0.22
C 18.88986 24.10328 12.35991 -0.17 2.26 1.74
C 14.71614 9.99264 12.09410 -1.13 -0.35 -1.47
C 21.63080 25.96062 16.41005 1.48 0.86 -0.39
C 13.86074 15.09328 8.67211 0.21 0.40 0.97
C 18.79170 16.39905 10.80784 -0.25 2.07 1.38
C 23.22151 18.38642 11.62547 -0.19 -0.08 0.04
C 21.52229 23.69750 15.43922 0.41 0.19 -1.01
C 20.02615 15.93596 10.22898 -0.80 0.41 0.21
C 17.01566 17.80494 17.79963 -0.01 -3.09 -0.11
C 16.61344 14.93415 15.79756 0.24 0.11 -0.99
C 20.04365 18.68781 15.69466 -1.84 0.61 0.45
C 10.29574 14.12796 16.61982 -1.91 -0.46 -0.01
C 22.39800 18.85360 12.78894 0.16 1.22 0.65
C 21.06145 22.37043 17.46904 -0.19 -0.58 -0.27
C 14.55153 20.49193 17.71772 1.12 -1.02 -1.95
C 20.64149 12.56902 8.24079 -0.21 1.38 0.24
C 22.84846 22.34584 19.12174 0.79 -0.44 -1.81
C 12.44308 13.26016 15.74277 0.47 -0.76 -0.27
C 9.47147 25.08370 15.25626 0.46 0.49 -0.43
C 14.53886 13.65746 7.14415 0.11 -0.81 -0.55
C 15.89791 18.44153 8.05773 0.16 1.96 3.00
C 14.41306 24.75110 9.89030 -1.00 0.35 -1.28
C 13.00705 8.13861 12.15108 0.35 -0.64 -0.17
C 12.50741 13.09078 13.25427 0.07 0.49 0.61
C 10.32196 25.18275 12.91903 -1.33 -0.60 0.67
C 13.23966 9.60662 12.01782 -0.24 0.08 1.62
C 15.96622 19.37914 9.25373 2.14 -0.04 -1.14
C 13.04105 20.78066 15.61730 0.80 0.52 -1.49
C 11.38819 14.35728 15.61183 0.53 1.17 0.33
C 15.83626 15.90012 18.23079 1.60 -2.55 -0.82
C 13.68673 11.10444 10.33668 -0.68 -1.27 0.86
C 21.96754 23.27542 18.27248 1.20 0.07 0.88
C 20.17489 22.72622 11.15906 0.76 -0.70 -0.24
C 22.42366 24.68244 16.17609 -0.68 1.39 -0.72
C 10.62954 23.67207 12.79839 -0.01 0.20 -1.18
C 21.66622 18.13739 17.56488 0.91 -0.77 -0.92
C 16.37367 22.63884 15.08019 1.65 0.13 1.56
C 10.59390 13.94749 11.91878 2.54 1.26 0.43
C 10.64213 18.69217 7.48640 -0.05 -1.96 0.59
C 15.10214 17.47937 12.40299 -0.56 -0.48 1.92
C 12.05628 15.73642 15.92714 -1.59 -0.56 0.22
C 15.78157 20.49158 12.73138 -0.29 -0.20 -1.68
C 20.47587 11.48946 7.21248 0.62 1.24 -1.64
C 12.20234 15.60210 12.87778 -0.90 -1.64 -0.28
C 23.64372 25.11915 15.30156 0.50 -1.09 0.16
C 12.00074 21.72672 16.11339 -1.56 -0.98 1.16
C 12.38279 19.92425 14.49622 0.74 0.53 0.07
C 20.44090 23.00646 16.25392 0.42 0.01 0.51
C 16.30921 19.42100 13.58423 0.11 0.95 -0.35
C 16.87867 20.64222 8.88833 0.10 0.02 0.77
H 15.17058 16.44366 16.39195 -1.19 0.03 -1.24
H 12.33444 15.76135 16.94079 0.62 -0.60 1.63
H 21.62230 21.51254 17.14946 0.71 -0.45 -0.31
H 14.48300 17.35845 13.27154 -0.55 -0.44 0.78
H 21.90178 24.98382 19.71019 -0.96 -1.08 -1.10
H 14.13733 23.93360 15.69888 -0.26 0.71 -0.37
H 21.65654 13.02394 8.17255 -0.42 -0.70 0.46
H 12.63361 10.08924 12.82907 0.53 0.11 -0.74
H 11.35911 16.96461 9.45836 0.00 0.48 0.44
H 22.27854 22.99607 15.03348 -0.95 -0.35 -0.16
H 11.64360 22.47269 15.43533 0.02 0.23 -0.73
H 19.43753 18.23457 14.87158 0.44 0.45 0.67
H 23.42045 17.31824 11.49332 -0.37 0.26 0.16
H 12.27573 22.22493 17.01456 0.19 0.28 0.69
H 12.92305 15.97010 15.39190 1.07 0.48 -1.12
H 9.91792 23.07857 13.40682 0.74 0.12 -0.23
H 20.30298 21.93403 18.10593 -0.36 0.13 0.45
H 18.81343 19.85533 9.46147 0.03 -0.12 -0.23
H 19.36481 19.30545 16.35311 0.57 -0.10 -1.18
H 16.21298 23.51046 14.43125 -0.11 -0.51 0.13
H 20.15418 25.80270 13.26275 -1.38 -0.70 0.12
H 17.08224 18.13588 12.09510 0.59 -0.12 0.24
H 16.73766 15.44455 14.82076 0.05 -0.15 0.39
H 22.20261 21.64162 19.58542 -0.45 -0.59 0.90
H 11.49913 25.43257 14.71476 0.22 0.04 0.26
H 20.84144 19.29106 15.29671 0.07 0.28 -0.21
H 15.30157 9.17126 11.59724 0.02 0.82 1.05
H 14.02009 22.10024 13.20918 -0.21 0.23 0.40
H 17.71364 13.89499 8.35963 1.25 0.54 0.46
H 11.14735 21.07119 16.38275 0.05 0.54 -0.07
H 10.08099 13.01136 12.04531 -0.34 -0.18 -0.31
H 17.76059 24.74926 10.61092 0.70 -0.59 -0.19
H 14.00641 26.93580 9.93135 -0.82 -0.70 -0.09
H 15.10765 16.51891 11.93165 0.51 -0.59 -0.44
H 24.16417 26.06653 15.60994 -0.66 -0.95 -0.08
H 11.51281 16.41719 12.91104 -0.31 0.72 0.79
H 13.98647 12.27309 14.45844 0.23 0.66 0.72
H 13.40058 7.71469 13.09226 0.15 0.35 -0.47
H 9.01991 18.58545 9.00062 0.14 -0.11 -0.35
H 17.29349 19.74036 13.94749 -0.21 -0.21 -0.11
H 14.81318 15.74846 18.49875 -0.74 0.11 -0.01
H 20.91614 16.76840 16.04034 0.03 0.39 0.47
H 12.76920 19.39064 17.21911 -0.73 -0.39 0.25
H 14.63734 13.61896 6.08225 -0.31 0.34 -0.90
H 14.29031 12.64316 7.45632 0.55 0.04 0.44
H 23.30099 20.63790 13.89432 -0.94 -0.55 -0.69
H 13.99175 14.12682 14.41141 -0.08 -0.86 0.25
H 13.84289 23.18413 17.25246 -0.07 0.04 0.05
H 16.92794 21.82872 14.62745 -0.11 -0.21 -0.77
H 17.19481 23.19376 11.16522 0.94 -0.30 0.05
H 11.67903 19.31338 15.03750 -0.52 -0.55 -0.25
H 19.65605 23.64928 16.66255 -0.03 0.48 -0.68
H 24.37436 24.26979 15.26228 -0.35 0.71 0.23
H 18.32500 19.56041 7.75063 0.33 -0.31 -0.04
H 11.35476 16.56117 15.98674 -0.29 0.33 -0.85
H 11.93433 12.17595 13.22140 -0.38 -0.45 0.52
H 18.90773 17.42196 11.29757 0.42 -1.15 -0.68
H 11.96871 7.91813 12.15356 -1.09 -0.10 0.01
H 10.18736 16.07890 14.42182 0.45 0.69 0.09
H 11.89409 12.25847 15.72404 0.80 1.18 0.72
H 17.23587 15.99816 12.11945 0.07 -0.27 0.16
H 24.13908 18.92509 11.59072 1.15 0.19 0.47
H 15.00333 19.66660 18.27424 -0.26 0.26 0.50
H 24.55793 24.77141 17.84913 -1.17 0.33 0.74
H 16.05737 20.20441 16.27946 0.37 0.38 0.02
H 16.45859 21.13653 8.02756 -0.36 0.22 -0.32
H 23.52331 21.77220 18.46182 -0.44 0.05 -0.10
H 16.46417 21.49615 17.47853 -0.16 -0.24 -0.41
H 10.42697 23.47290 11.72664 -0.19 -0.35 0.50
H 12.41587 15.57192 11.86234 1.09 0.16 -2.06
H 14.14198 19.06341 16.13942 -0.43 0.56 0.80
H 20.84985 23.68806 20.19713 -0.04 -0.14 -1.20
H 13.40824 7.62684 11.28019 0.35 -0.22 0.06
H 17.63960 14.55969 16.03216 -0.98 0.14 0.28
H 13.10422 15.69001 13.41368 0.77 0.59 0.65
H 9.95811 13.12491 16.38123 -0.50 -0.24 0.02
H 20.37589 11.88587 6.16967 0.21 -0.23 0.86
H 18.31404 23.79723 13.23614 0.13 -0.06 -0.03
H 10.94073 25.69083 12.20107 0.32 0.60 -0.03
H 14.97730 19.58062 9.59547 -0.78 0.58 0.03
H 20.39063 24.68515 18.70528 0.19 -0.16 0.73
H 23.54693 22.80269 19.78265 -0.02 0.77 0.91
H 22.73319 18.82741 10.77552 -0.52 -0.34 -0.74
H 15.90154 14.13036 15.53034 0.36 0.23 0.78
H 13.13723 19.31233 13.98029 -0.18 -0.04 0.26
H 10.21436 17.46054 10.79055 -0.34 -0.27 -0.40
H 10.45442 19.64352 7.02828 -0.06 0.39 -0.32
H 10.11550 17.87382 6.91893 0.45 0.86 0.47
H 16.48755 12.65250 8.73561 0.36 0.64 -0.04
H 11.70350 23.37202 12.87256 -0.88 0.33 0.74
H 12.94297 23.61178 10.92834 0.67 -0.83 -0.49
H 22.26584 26.59479 17.00789 0.02 0.45 0.46
H 11.38760 14.01448 11.15836 -0.88 -0.86 -0.72
H 14.15115 21.23996 18.34899 -0.66 0.58 0.78
H 13.12219 12.98979 12.39072 0.72 0.40 -0.88
H 19.98576 22.25923 15.60412 -0.21 -0.06 0.11
H 21.26881 18.87234 18.19459 -0.84 0.95 1.41
H 20.72761 25.81509 16.91571 -1.50 -0.24 0.67
H 15.61987 19.49962 14.39636 -0.44 -0.58 0.87
H 22.52396 18.44401 13.78730 0.15 -0.99 -0.23
H 12.56704 25.67244 10.05993 -0.13 1.10 0.24
H 18.03846 16.53880 10.07326 -0.37 0.31 -1.29
H 19.99338 14.73194 12.52652 -0.50 0.17 0.04
H 11.72868 18.42844 7.44744 -0.77 0.44 0.16
H 18.97846 21.12565 8.24936 -0.68 -0.25 0.26
H 19.96118 25.86480 11.65743 -0.10 -0.35 -0.87
H 17.12030 22.91567 15.90378 -0.92 0.21 -1.08
H 10.59030 14.05275 17.64903 0.55 0.42 0.55
H 20.05792 13.49249 8.09540 -0.38 -0.61 -0.31
H 11.88572 20.52352 13.70850 0.16 -0.16 0.64
H 14.45873 18.09461 11.84784 -0.27 1.37 -1.36
H 16.45167 18.85174 10.09282 -0.10 -0.06 -0.46
H 22.02613 17.26780 18.16452 0.23 0.96 -0.46
H 14.27072 22.61802 9.98440 -1.19 0.57 0.41
H 21.21758 11.32810 9.85495 -1.19 0.54 0.35
H 17.80557 14.60434 11.26238 -0.30 -0.43 -0.34
H 14.97789 10.34466 13.09160 0.55 -0.30 -0.30
H 21.32136 10.83492 7.23519 0.72 -0.43 -0.09
H 21.46284 26.52703 15.47882 -0.07 -0.48 0.16
H 19.75310 17.31706 17.26813 0.13 -0.20 -0.13
H 16.40194 15.00122 18.58994 -0.17 0.87 0.27
H 19.21321 15.76013 13.67258 -0.34 0.13 0.20
H 20.98815 24.21372 14.61742 0.78 -0.21 0.15
H 16.82877 17.44516 13.79711 -0.38 0.22 -1.52
H 18.59997 26.38161 12.50871 -0.47 -0.40 0.49
H 17.04200 12.81514 7.13855 0.33 0.28 -0.29
H 16.05216 15.13830 7.07056 0.16 0.35 -0.02
H 14.85853 24.77108 8.87544 0.04 0.43 0.72
H 9.23520 25.28466 12.58192 1.38 0.23 0.57
H 16.92506 21.39344 9.71133 -0.56 -0.77 -0.35
H 20.47519 12.90370 10.34141 0.41 0.09 0.23
H 22.90297 20.88286 12.14982 -0.72 0.33 0.23
H 19.65041 10.87333 7.37897 -1.65 -0.85 0.39
H 13.03887 13.51421 16.66679 -0.76 -0.91 -0.62
H 10.01725 14.84391 11.79200 -0.98 -0.06 -0.19
H 12.82020 23.39835 9.17949 0.64 0.17 0.24
H 15.35251 24.00596 17.01157 0.01 -0.12 -0.37
H 18.60565 14.10346 13.30946 -0.34 -0.25 0.68
H 10.39852 26.87328 14.51714 0.19 -1.86 -0.44
H 9.37699 14.78965 16.52881 1.43 -0.57 0.04
H 23.30734 25.20958 14.27346 -0.14 0.35 -0.19